P | The following is a quantum chemistry calculation of one molecule with the formula C3H6O2, from the OMol25 dataset.

Values from the calculation:
SMILES: COCC=O
E_LUMO in eV: 0.853
HOMO energy in eV: -9.9
Frontier orbital gap in hartree: 0.3965
Net charge: 0
Multiplicity: 1

Last column: Löwdin charge in e.
Element x y z (Å)
O -0.984 -0.614 0.168  -0.1783
O 2.596 -0.173 -0.082  0.0528
C 0.366 -0.976 -0.013  -0.1728
C 1.423 0.103 -0.164  -0.2351
C -1.350 0.741 0.066  -0.1272
H -0.737 1.401 0.695  0.0841
H -2.379 0.801 0.425  0.0908
H -1.321 1.119 -0.967  0.0942
H 0.466 -1.598 -0.918  0.1383
H 0.665 -1.605 0.835  0.1362
H 1.102 1.138 -0.397  0.1170

=====

Q | The following is a quantum chemistry calculation of one molecule with the formula C3H6O2, from the OMol25 dataset.

Values from the calculation:
SMILES: C1COCO1
E_LUMO in eV: 1.051
HOMO energy in eV: -9.8
Frontier orbital gap in hartree: 0.4002
Net charge: 0
Multiplicity: 1

Last column: Löwdin charge in e.
Element x y z (Å)
O 0.703 1.087 -0.083  -0.1104
O 0.403 -1.142 -0.397  -0.0908
C 1.345 -0.180 0.030  -0.2244
C -0.845 -0.675 0.115  -0.1615
C -0.693 0.806 -0.212  -0.1758
H 2.160 -0.206 -0.672  0.1204
H -0.958 -0.806 1.188  0.1214
H -1.016 1.110 -1.245  0.1342
H 1.763 -0.303 1.100  0.1512
H -1.673 -1.131 -0.366  0.1137
H -1.189 1.441 0.544  0.1220

=====

Which of them is most stable, and which least? Most stable: Q; least stable: P.

=====

P | The following is a quantum chemistry calculation of one molecule with the formula C3H6O2, from the OMol25 dataset.

Values from the calculation:
SMILES: CCC(=O)O
E_LUMO in eV: 0.781
HOMO energy in eV: -10.5
Frontier orbital gap in hartree: 0.4160
Net charge: 0
Multiplicity: 1

Last column: Löwdin charge in e.
Element x y z (Å)
O -1.625 -0.738 -0.071  0.1123
O -0.752 1.328 0.061  0.0853
C 2.031 0.111 -0.098  -0.0923
C 0.695 -0.686 0.119  -0.1283
C -0.605 0.114 -0.014  -0.5174
H -2.447 -0.273 -0.116  0.1103
H 0.753 -1.139 1.155  0.1406
H 0.743 -1.437 -0.645  0.0988
H 2.072 0.659 -1.042  0.0798
H 2.887 -0.529 -0.013  0.0570
H 2.285 0.757 0.705  0.0538

=====

Q | The following is a quantum chemistry calculation of one molecule with the formula C3H6O2, from the OMol25 dataset.

Values from the calculation:
SMILES: COCC=O
E_LUMO in eV: 0.935
HOMO energy in eV: -9.5
Frontier orbital gap in hartree: 0.3842
Net charge: 0
Multiplicity: 1

Last column: Löwdin charge in e.
Element x y z (Å)
O -0.790 -0.359 -0.174  -0.1905
O 2.019 0.875 -0.705  0.0574
C 0.516 -0.837 0.056  -0.1926
C 1.430 -0.149 -0.951  -0.2222
C -1.363 0.707 0.561  -0.0933
H 0.482 -1.916 -0.147  0.1212
H -0.739 1.115 1.368  0.0924
H 0.896 -0.682 1.076  0.1288
H -2.297 0.336 1.001  0.0855
H -1.617 1.524 -0.124  0.0870
H 1.463 -0.614 -1.962  0.1262

=====

Which of them is most stable, and which least? Most stable: P; least stable: Q.